Record 1
Computed, not measured: a molecular structure, C8H4CoNO5S at a distorted geometry, with ωB97M-V with the def2-TZVPD basis set.

As for the spin multiplicity: 5. The net charge is +2. Its HOMO-LUMO gap (alpha / beta) is 0.231 / 0.259 Ha. The HOMO energy (alpha / beta) comes out at -14.406 / -18.953 eV.

Geometry as XYZ:
```
20
Properties=species:S:1:pos:R:3:lowdin_charge:R:1
Co 0.05064 -0.71994 -1.56042 0.32
S -0.73674 0.38030 4.32259 1.21
O 2.49801 0.22588 -0.31298 0.22
O -0.17204 -2.19785 -4.11358 0.26
O -2.22847 0.50787 -0.23205 0.20
O -0.62537 2.90472 1.28207 0.01
O 0.01992 -2.65986 0.57432 0.22
N 0.20216 -0.13512 1.99715 0.02
C -0.08764 -1.74586 -3.05536 0.03
C 0.02079 -1.86590 -0.27030 -0.17
C -1.30518 0.01832 -0.73942 -0.10
C 1.17844 -0.53544 2.88874 -0.05
C 0.84702 -0.32128 4.22410 -0.18
C 1.52462 -0.12254 -0.82974 -0.10
C -0.31137 3.25147 0.20734 0.00
C -0.86751 0.34838 2.59450 -0.33
H 2.11104 -0.98260 2.56172 0.15
H 1.42516 -0.56208 5.10538 0.12
H -0.00224 2.69173 -0.74840 0.07
H -1.79525 0.68159 2.12983 0.10
```

Record 2
Computed, not measured: a molecular structure, C8H4F3N3O6STm at a distorted geometry, with ωB97M-V with the def2-TZVPD basis set.

As for the spin multiplicity: 3. The net charge is +3. Its HOMO-LUMO gap (alpha / beta) is 0.230 / 0.169 Ha. The HOMO energy (alpha / beta) comes out at -18.502 / -18.472 eV.

Geometry as XYZ:
```
26
Properties=species:S:1:pos:R:3:lowdin_charge:R:1
Tm -1.67081 -2.41164 -4.92537 1.80
S -1.84673 1.16590 4.21498 1.14
F -1.36667 0.64161 -1.18965 0.04
F -1.05315 -1.80652 -3.27012 -0.12
F 0.96166 -3.20801 -1.25895 0.09
O -2.91545 -1.98865 -1.88801 0.23
O -0.09216 -3.14965 0.83207 0.20
O 1.44455 2.62790 1.14916 -0.08
O 1.85291 4.59965 0.72808 0.16
O 1.69721 -0.51354 -2.20516 0.17
O 1.21027 1.53384 -1.02254 0.07
N 2.20108 3.51492 0.37885 0.05
N -1.50946 0.78885 1.29503 0.21
N -0.94928 -1.56869 -0.66493 0.17
C 0.99933 0.14642 -1.40604 -0.21
C -1.47717 1.13149 2.58477 -0.39
C -1.67300 -1.80306 -1.93311 -0.20
C 0.56988 1.87303 0.26289 -0.19
C 0.00192 -2.66195 -0.32809 -0.25
C -0.08731 0.49257 0.85060 -0.27
C 0.88859 -0.26827 1.88307 0.02
C -0.33783 -0.20502 -0.58559 -0.20
H -0.34053 2.59369 0.18970 0.19
H 1.56462 -0.97027 1.24886 0.12
H 0.32448 -0.98190 2.60740 0.12
H 1.60305 0.42730 2.45212 0.13
```

Record 3
Computed, not measured: a molecular structure, C8H5Cl2IrNO9Se at a distorted geometry, with ωB97M-V with the def2-TZVPD basis set.

As for the spin multiplicity: 6. Its HOMO-LUMO gap (alpha / beta) is 0.278 / 0.268 Ha. The HOMO energy (alpha / beta) comes out at -8.955 / -11.102 eV.

Geometry as XYZ:
```
27
Properties=species:S:1:pos:R:3:lowdin_charge:R:1
Ir -0.81129 -1.06091 -0.65106 1.81
Se -1.98027 -0.54984 -3.14325 0.88
Cl 0.75537 -4.22167 1.52597 0.55
Cl 0.44166 -3.92203 -1.37427 0.55
O -1.65965 -2.07232 -2.11743 -0.60
O 1.16249 -1.05006 -0.82663 -0.29
O -1.52819 0.39780 -1.88225 -0.52
O -2.10400 -0.93305 0.96392 -0.16
O -3.52207 -0.53216 -3.45645 -0.37
O 2.76649 0.57638 -1.25691 0.18
O -2.80421 0.37628 2.65750 0.15
O -0.91173 -0.61709 -4.30134 -0.38
O 0.83633 4.20277 2.10478 0.09
N -0.19692 0.64543 0.42641 -0.04
C 1.42374 2.34422 0.67056 0.09
C 1.00834 1.15504 0.10399 -0.15
C 0.54213 2.99206 1.55337 -0.22
C 1.59547 -3.92733 0.03328 -0.97
C -0.68685 2.33380 1.93597 0.12
C 1.73334 0.23208 -0.79042 -0.47
C -0.99288 1.12601 1.38798 -0.15
C -2.08240 0.13855 1.73612 -0.54
H 2.26828 -4.79295 -0.14583 0.05
H 2.36573 2.83409 0.33912 0.15
H 1.70593 4.53104 1.77361 0.14
H -1.33655 2.75090 2.69037 0.14
H 2.01171 -2.95706 0.04287 -0.02
```

Record 4
Computed, not measured: a molecular structure, C8H5ClN4O5STi, with ωB97M-V with the def2-TZVPD basis set.

The net charge is +2. Its HOMO-LUMO gap is 0.265 Ha. The HOMO energy comes out at -17.237 eV.

Geometry as XYZ:
```
25
Properties=species:S:1:pos:R:3:lowdin_charge:R:1
Ti 1.55239 0.47522 0.81710 1.01
Cl 1.81672 2.49187 2.49391 0.82
S 0.21833 1.62675 -0.63434 0.84
O 2.74242 2.55215 3.52298 -0.11
O 1.07110 1.11062 2.55367 -0.36
O 1.15016 -1.25803 0.43362 -0.29
O 2.48306 2.23596 1.15875 -0.41
O 0.87275 3.50785 2.39064 -0.15
N 3.60377 -0.40401 0.99524 0.21
N 1.53830 -2.53410 0.25489 0.15
N -2.33755 1.68492 -1.19265 0.08
N 3.88553 -5.03877 0.08849 0.27
C -1.56471 -0.52958 -1.16071 -0.02
C -3.58364 1.30795 -1.52145 0.02
C 2.81048 -2.72271 0.37923 -0.20
C -2.85047 -0.94934 -1.49465 0.04
C -3.87180 -0.02829 -1.67653 0.02
C 3.53638 -1.52100 0.72316 0.02
C -1.31585 0.81501 -1.00365 -0.55
C 3.39122 -4.01034 0.20869 -0.10
H -0.76862 -1.24671 -1.04260 0.11
H -4.30875 2.09947 -1.64966 0.16
H -3.04731 -2.00620 -1.62063 0.14
H -2.15099 2.67767 -1.08314 0.17
H -4.87295 -0.33637 -1.94034 0.14
```

Record 5
Computed, not measured: 2 unconnected molecules or ions with the total composition C8H5F2NO2 at a distorted geometry, with ωB97M-V with the def2-TZVPD basis set.

The structure (SMILES) is O=C1c2ccccc2C(=O)N1F.F. Its HOMO-LUMO gap is 0.349 Ha. The HOMO energy comes out at -10.125 eV.

Geometry as XYZ:
```
18
Properties=species:S:1:pos:R:3:lowdin_charge:R:1
F 2.14124 -1.31930 2.12303 -0.08
F 3.43490 0.32833 -0.52930 0.08
O 1.67083 2.51070 -0.36803 0.17
O 1.84017 -1.84746 -1.13250 0.16
N 2.08085 0.27662 -0.28999 0.06
C 1.33703 -0.89097 -0.63037 -0.36
C -0.07074 0.87826 -0.27120 -0.11
C 1.25098 1.40115 -0.34992 -0.38
C -2.42945 -0.53589 -0.17428 -0.04
C -0.05596 -0.48248 -0.49873 -0.08
C -1.21157 1.52471 0.14901 0.01
C -1.23912 -1.23511 -0.53567 0.05
C -2.38769 0.81356 0.21033 -0.05
H -1.11408 2.57582 0.51674 0.15
H -1.38382 -2.27108 -0.87098 0.13
H -3.30134 -1.05986 -0.31090 0.08
H 2.84275 -1.81209 2.54840 0.12
H -3.40496 1.14512 0.41436 0.11
```

Record 6
Computed, not measured: a single C8H5F3O3 molecule, with ωB97M-V with the def2-TZVPD basis set.

The structure (SMILES) is O=C1C=CC(=O)C(COC(F)(F)F)=C1. Its HOMO-LUMO gap is 0.328 Ha. The HOMO energy comes out at -10.367 eV.

Geometry as XYZ:
```
19
Properties=species:S:1:pos:R:3:lowdin_charge:R:1
F -2.45275 -1.04141 0.57122 0.16
F -4.02501 0.31213 -0.02790 0.18
F -2.31759 -0.03790 -1.32850 0.17
O -2.08868 1.14892 0.54861 0.06
O 2.04691 -1.56461 2.25770 0.12
O 1.46097 1.48084 -1.66657 0.13
C -0.83499 1.59848 0.01794 -0.08
C 0.41100 -0.24487 1.18164 0.08
C 0.25570 0.56885 0.14282 -0.11
C -2.70425 0.11890 -0.05361 -0.72
C 1.56861 -1.18079 1.21787 -0.37
C 1.25789 0.51450 -0.96856 -0.33
C 1.99228 -0.76774 -1.14264 0.03
C 2.13540 -1.58055 -0.10303 0.03
H -0.60390 2.48460 0.60641 0.15
H 2.69160 -2.50855 -0.14785 0.12
H -0.95111 1.90654 -1.02000 0.13
H -0.26197 -0.23942 2.03221 0.14
H 2.41992 -0.96791 -2.11780 0.12
```